Record 1
{
  "formula": "C5H10O2",
  "method": "ωB97M-V/def2-TZVPD",
  "species": ["O", "C", "C", "C", "C", "C", "O", "H", "H", "H", "H", "H", "H", "H", "H", "H", "H"],
  "coordinates": [[2.56199, 0.11097, -0.60201], [1.75422, -0.75748, 0.13502], [0.41776, -1.02558, -0.50188], [-0.71155, -1.29994, 0.22842], [-1.67036, 0.63156, 0.22089], [-0.53029, 1.50945, 0.06152], [0.21070, 1.34346, -0.97053], [1.96779, 0.85544, -0.82867], [1.58473, -0.41068, 1.17256], [2.29464, -1.71263, 0.21173], [0.42178, -1.14315, -1.58308], [-0.62807, -1.40337, 1.31124], [-1.54560, -1.82047, -0.23820], [-2.25160, 0.66901, 1.14095], [-2.20488, 0.39997, -0.69428], [-0.08895, 1.87920, 1.00680], [-1.58229, 2.17426, -0.07050]],
  "mulliken_charge": [-0.565, -0.421, 0.215, -1.060, -0.720, 0.067, -0.752, 0.448, 0.263, 0.318, 0.289, 0.293, 0.371, 0.390, 0.353, 0.326, 0.185],
  "energy_ev": -9437.781,
  "e_above_lowest_kcal_mol": 121.3,
  "homo_ev": -9.227,
  "gap_ev": 9.316,
  "fmax_ev_per_a": 0.36,
  "lumo_energy_ev": 0.09
}

***

Record 2
{
  "formula": "C24H46BBrIO2P",
  "method": "ωB97M-V/def2-TZVPD",
  "species": ["C", "C", "C", "C", "Br", "O", "B", "C", "C", "C", "O", "C", "I", "H", "H", "H", "H", "H", "H", "H", "H", "H", "H", "C", "C", "C", "C", "P", "C", "C", "C", "C", "C", "C", "C", "C", "C", "C", "C", "C", "H", "H", "H", "H", "H", "H", "H", "H", "H", "H", "H", "H", "H", "H", "H", "H", "H", "H", "H", "H", "H", "H", "H", "H", "H", "H", "H", "H", "H", "H", "H", "H", "H", "H", "H", "H"],
  "coordinates": [[3.87847, 5.79409, -1.92660], [3.26695, 4.89271, -1.43961], [2.36102, 3.76298, -1.10082], [0.89603, 4.25144, -1.07135], [1.02130, 5.91921, 0.15301], [-0.01477, 3.48861, -0.41236], [-1.26611, 3.60481, -1.22012], [-2.62044, 4.21382, -0.54224], [-2.74809, 5.73621, -0.55635], [-2.50591, 6.53250, -1.58265], [-0.90836, 4.02012, -2.57884], [0.24629, 4.78142, -2.45162], [1.30055, 4.36015, -4.30121], [4.17554, 6.71358, -2.36689], [2.70414, 3.37171, -0.13866], [2.50879, 3.00152, -1.87628], [-1.58737, 2.40524, -1.37770], [-2.73746, 3.86029, 0.49164], [-3.46445, 3.82046, -1.13081], [-3.11225, 6.20940, 0.36139], [-2.53584, 6.18464, -2.61441], [-2.30518, 7.59488, -1.45429], [0.14352, 5.85321, -2.26010], [-0.58067, -6.08196, 1.77112], [0.46565, -5.05819, 2.20300], [-0.14810, -3.82278, 2.86412], [-0.80815, -2.81801, 1.90954], [0.24797, -1.70501, 0.97434], [1.39761, -0.95906, 2.15743], [0.87428, -0.27904, 3.42895], [0.18086, 1.06018, 3.20349], [0.94843, 2.01369, 2.30924], [-0.72311, -0.33731, 0.33545], [-1.84534, -0.50205, -0.69534], [-1.42994, -0.82912, -2.12806], [-0.28473, 0.01653, -2.67664], [1.39363, -2.45282, -0.19217], [1.03987, -3.20117, -1.48748], [-0.10815, -4.22090, -1.44696], [0.37468, -5.66772, -1.52936], [-1.31685, -5.65153, 1.08896], [-0.10432, -6.92123, 1.26516], [-1.11558, -6.47324, 2.63783], [1.08538, -4.77663, 1.34935], [1.13609, -5.53923, 2.91888], [0.62946, -3.31671, 3.44182], [-0.89474, -4.15391, 3.58887], [-1.42961, -2.15742, 2.52541], [-1.51909, -3.32150, 1.25118], [2.04368, -0.27808, 1.59874], [2.06277, -1.76931, 2.47710], [1.73006, -0.12379, 4.09087], [0.19496, -0.94195, 3.97403], [0.01090, 1.53386, 4.17349], [-0.82072, 0.89991, 2.79980], [1.86442, 2.35619, 2.79693], [0.34089, 2.88958, 2.08354], [1.22002, 1.56835, 1.35210], [-0.04532, 0.46084, 0.02046], [-1.23583, 0.05324, 1.21690], [-2.39560, 0.44182, -0.71865], [-2.55323, -1.26190, -0.34662], [-2.29930, -0.71194, -2.77847], [-1.17736, -1.89053, -2.18693], [-0.59685, 1.05326, -2.81538], [0.03612, -0.37277, -3.64486], [0.59311, 0.00945, -2.02478], [2.05191, -3.09953, 0.39679], [2.04581, -1.62451, -0.49506], [1.94966, -3.69662, -1.83491], [0.83409, -2.46444, -2.26411], [-0.76215, -4.05539, -2.30541], [-0.73350, -4.08154, -0.56427], [0.80886, -5.87031, -2.50937], [-0.46079, -6.35473, -1.39074], [1.13149, -5.88597, -0.77252]],
  "mulliken_charge": [-0.022, -0.695, -0.298, -0.039, -0.242, 0.016, 0.389, -0.486, -0.276, -0.839, -0.376, -0.345, -0.065, 0.408, 0.186, 0.395, -0.527, 0.200, 0.242, 0.285, 0.323, 0.256, 0.515, -1.417, 0.205, -1.115, -1.113, 1.227, -1.552, -0.938, -0.686, -0.471, 0.400, -1.165, 0.069, -1.056, -0.983, -1.143, 0.386, -1.778, 0.254, 0.388, 0.416, -0.241, 0.461, 0.308, 0.551, 0.627, 0.776, 0.854, 0.604, 0.488, 0.266, 0.525, 0.237, 0.478, 0.340, -0.350, -0.338, -0.065, 0.377, 0.455, 0.520, -0.300, 0.149, 0.480, 0.108, 0.844, 0.604, 0.596, 0.213, 0.478, -0.171, 0.471, 0.397, 0.321],
  "energy_ev": -117834.809,
  "homo_ev": -6.887,
  "gap_ev": 6.690,
  "fmax_ev_per_a": 3.69,
  "lumo_energy_ev": -0.20
}

***

Record 3
{
  "formula": "C16H8F7N2O5",
  "method": "ωB97M-V/def2-TZVPD",
  "species": ["C", "C", "C", "N", "C", "O", "C", "C", "C", "F", "F", "C", "F", "F", "C", "F", "F", "F", "C", "N", "H", "H", "H", "H", "H", "H", "C", "C", "C", "O", "C", "C", "C", "O", "O", "O", "H", "H"],
  "coordinates": [[5.19427, 0.03306, 0.92489], [4.43280, -0.34524, 1.77110], [3.34891, -0.69749, 2.76208], [3.90691, -1.75781, 3.65029], [3.83385, -2.86757, 3.14624], [3.46821, -3.90394, 2.76461], [2.04710, -1.10934, 2.02382], [1.22109, 0.22465, 2.14772], [0.48753, 0.72975, 0.90112], [-0.13666, -0.32357, 0.37391], [-0.45991, 1.58301, 1.31851], [1.35593, 1.45233, -0.14372], [1.70255, 2.64206, 0.34093], [2.45485, 0.73348, -0.37701], [0.63156, 1.69720, -1.51913], [1.20105, 0.98365, -2.46638], [0.81770, 2.96634, -1.88950], [-0.63964, 1.50586, -1.44995], [1.93037, 1.17251, 3.05933], [3.09536, 0.56540, 3.38494], [5.80882, 0.66165, 0.32539], [1.38931, -1.83113, 2.50959], [2.21850, -1.48188, 1.01538], [0.36248, -0.09817, 2.76834], [1.63308, 2.12825, 3.45331], [3.80683, 0.91497, 4.00694], [-3.52378, 0.42707, -2.94476], [-4.09875, 0.15271, -4.19639], [-5.30012, -0.80205, -4.14023], [-5.96408, -1.09145, -5.13073], [-5.64489, -1.38254, -2.85802], [-5.05917, -1.11584, -1.61244], [-3.92914, -0.08028, -1.65559], [-3.35509, 0.32994, -0.64887], [-5.36462, -1.61852, -0.52384], [-3.73719, 0.59833, -5.28860], [-2.67729, 1.10254, -2.89301], [-6.45871, -2.09793, -2.91025]],
  "mulliken_charge": [-0.028, -1.250, 1.816, -0.739, 0.631, -0.388, -1.232, -0.293, 0.606, -0.304, -0.320, 0.766, -0.311, -0.304, 0.668, -0.264, -0.299, -0.210, -0.957, -0.176, 0.445, 0.281, 0.591, 0.715, 0.528, 0.274, -0.546, 0.372, 0.540, -0.680, -0.617, 0.390, 0.532, -0.662, -0.711, -0.691, 0.450, 0.378],
  "charge": -1,
  "energy_ev": -48955.026,
  "homo_ev": -2.373,
  "gap_ev": 1.604,
  "fmax_ev_per_a": 2.60,
  "lumo_energy_ev": -0.77
}

***

> Which formula does entry 1 have?

C5H10O2